Version P
ORCA calculation (ωB97M-V/def2-TZVPD) on 2 unconnected molecules or ions with the total composition C3H10N2O.

Atoms and positions in Å:
O -1.26021 2.04381 -0.12062
N -1.67519 -0.10057 0.44455
N -2.14978 -1.38794 0.15958
C -1.69230 0.95314 -0.38996
C 1.94907 -0.23390 -0.59022
C 1.78581 0.46878 0.74894
H -1.25804 0.00778 1.36083
H 1.44389 -0.23168 1.50915
H -3.13072 -1.35548 -0.11091
H 1.06472 1.27882 0.66728
H -2.15945 0.70730 -1.36516
H 2.66292 -1.05211 -0.51308
H -1.61955 -1.80846 -0.60245
H 2.73471 0.88786 1.07526
H 0.99795 -0.64106 -0.92848
H 2.30615 0.46372 -1.34472

## Properties
Net charge: 0
Structure (SMILES): NNC=O.CC
E_HOMO, eV: -10.10

---

Version Q
ORCA calculation (ωB97M-V/def2-TZVPD) on 2 unconnected molecules or ions with the total composition C3H10N2O.

Atoms and positions in Å:
O 2.09515 0.09379 1.74084
N -1.82642 -1.02210 1.66063
N -0.88593 -0.34973 -0.31327
C -0.04313 1.04283 -2.13051
C 0.24800 0.44037 -0.76084
C -0.90420 -1.14939 0.79472
H -1.78218 0.10000 -0.44984
H -1.88184 -1.79397 2.31823
H -0.03524 -1.80169 0.90359
H -0.25182 0.24975 -2.84905
H 1.18063 -0.11526 -0.76539
H 0.82838 1.59464 -2.47332
H 1.17003 -0.02626 1.97356
H -0.93496 1.65682 -2.08048
H 0.39248 1.26426 -0.05670
H 2.63105 -0.18406 2.48781

## Properties
Net charge: 0
Structure (SMILES): [H]/N=C/NCC.O
E_HOMO, eV: -9.01

---

Version R
ORCA calculation (ωB97M-V/def2-TZVPD) on 2 unconnected molecules or ions with the total composition C3H10N2O.

Atoms and positions in Å:
O 1.59040 -1.53381 -0.75957
N -2.20235 0.45272 -0.96653
N 1.21848 -0.72203 1.48689
C 1.36252 -1.85138 0.59092
C -0.69747 2.00866 0.09634
C -1.30034 1.51063 -0.96773
H -2.21920 -0.07736 -0.11348
H 0.68499 -0.01542 0.99618
H 2.19748 -2.45927 0.93810
H -0.74963 1.65643 1.12632
H -0.01657 2.85085 0.00786
H -1.16798 1.95307 -1.94489
H 0.89965 -0.92179 -1.04187
H 0.47733 -2.47443 0.70910
H -2.21153 -0.08577 -1.81572
H 2.13423 -0.29110 1.65809

## Properties
Net charge: 0
Structure (SMILES): C=CN.NCO
E_HOMO, eV: -8.76

---

The most stable of them is version Q.

---

Version P
ORCA calculation (ωB97M-V/def2-TZVPD) on a single C4H13N3 molecule.

Atoms and positions in Å:
N -1.10650 1.37447 -2.35079
N -0.61960 -1.46330 0.67001
N 2.05772 -1.44199 1.36610
C 0.24545 -0.37634 0.09057
C -1.63474 1.13002 -0.97794
C -0.59865 0.90309 0.12508
C 1.51670 -0.19006 0.94042
H -1.37656 -1.00931 1.18355
H -1.05466 0.95852 1.11292
H -2.21195 0.19516 -1.01247
H -1.24118 2.37620 -2.46022
H -2.41837 1.86570 -0.76780
H 0.08029 1.76742 -0.03411
H 2.56803 -1.53757 2.20947
H 0.48040 -0.69087 -0.92946
H -0.09278 -1.86054 1.45204
H 2.30881 -2.08861 0.64125
H 2.23361 0.45417 0.39254
H 1.16141 0.47159 1.72590
H -0.09680 1.25941 -2.29826

## Properties
Net charge: 0
Structure (SMILES): NCC[C@H](N)CN
E_HOMO, eV: -9.11

---

Version Q
ORCA calculation (ωB97M-V/def2-TZVPD) on a single C4H13N3 molecule.

Atoms and positions in Å:
N -0.08356 1.43939 -0.09322
N 2.67210 0.43486 -0.37964
N -2.64577 0.13288 -0.65710
C -1.97956 -0.31117 0.55326
C 0.39916 -0.96530 -0.05232
C 2.14853 -0.83517 0.05826
C -0.23453 0.19118 0.60565
H -2.64952 1.14834 -0.71222
H -2.10825 -1.38856 0.68078
H 0.19063 -1.01293 -1.12421
H -2.43771 0.17983 1.41494
H 2.47310 -1.04500 1.07958
H 2.03478 0.83495 -1.07542
H 2.52702 -1.63237 -0.58603
H -0.59704 2.18995 0.35856
H -2.17149 -0.20951 -1.48962
H 0.17173 -1.91504 0.43351
H 2.64306 1.10607 0.38650
H -0.40641 1.36378 -1.05468
H 0.05371 0.29382 1.65343

## Properties
Net charge: 0
Structure (SMILES): NCC[C@@H](N)CN
E_HOMO, eV: -7.88

---

Version R
ORCA calculation (ωB97M-V/def2-TZVPD) on a single C4H13N3 molecule.

Atoms and positions in Å:
N 0.90041 -1.14405 2.86665
N -1.13179 0.67510 -2.58216
N -0.14233 -0.40621 0.89471
C 0.37666 1.66310 -0.39706
C 0.03391 0.15851 -0.43059
C 1.03434 -1.08462 1.42684
C -1.17967 -0.13614 -1.33125
H -0.34502 0.31045 1.58335
H 1.23767 1.84204 0.23919
H 1.08654 -2.07617 0.94412
H 0.87845 -0.35083 -0.90877
H -0.49610 2.19225 -0.00945
H 1.66626 -1.69061 3.25011
H 1.97852 -0.60550 1.12960
H -1.03718 -1.15200 -1.70299
H -1.58279 0.16113 -3.33214
H 0.08214 -1.71412 3.07189
H 0.54490 1.97752 -1.42344
H -2.10707 -0.05939 -0.80549
H -1.79785 1.43955 -2.48310

## Properties
Net charge: 0
Structure (SMILES): C[C@H](CN)NCN
E_HOMO, eV: -8.67

---

Version S
ORCA calculation (ωB97M-V/def2-TZVPD) on a molecular structure, C4H13N3.

Atoms and positions in Å:
N -0.19152 0.12262 -1.45021
N -0.65667 -1.17650 0.71931
N 1.15328 0.54542 0.66182
C -1.21687 1.51499 0.23977
C -0.41808 0.46285 -0.09927
C 2.23691 1.29223 0.00044
C -1.14959 -2.35448 0.05013
H -0.56868 -2.62199 -0.83833
H -0.58169 0.80608 -2.08317
H -1.95328 1.88901 -0.45455
H 3.11068 1.30649 0.65133
H 1.21238 -0.49538 0.60248
H -2.21323 -2.25209 -0.22861
H 1.91576 2.31556 -0.19835
H -0.47567 -0.81156 -1.70436
H 2.45719 0.80185 -0.94388
H -1.28130 1.86526 1.26044
H 0.91384 0.96877 1.55479
H -1.08083 -3.22410 0.72019
H -1.21262 -0.95504 1.54001

## Properties
Net charge: 0
E_HOMO, eV: -6.27

---

The most stable of them is version R.

---

Version P
ORCA calculation (ωB97M-V/def2-TZVPD) on a single C6H12N2O molecule.

Atoms and positions in Å:
O -0.64345 -2.31864 -0.67970
N -2.74769 -0.52798 0.13622
N -1.18483 1.07632 -0.38782
C 1.55529 0.17060 1.01746
C -1.42217 -0.12130 0.09361
C -0.35923 -1.08897 -0.09854
C -0.53260 2.18228 0.27672
C 0.89522 -0.50417 -0.15332
C 1.87072 -1.01060 -1.18424
H -0.53014 2.12523 1.36992
H 2.44462 -0.16019 -1.56773
H 0.44276 2.35808 -0.18736
H 2.32430 -0.49148 1.43633
H -1.59388 -2.29313 -0.89361
H 2.08597 1.07745 0.71408
H 0.86792 0.34656 1.84717
H -1.06295 3.11010 0.03360
H -3.35409 0.27762 0.01565
H -2.99750 -0.99076 1.00067
H 1.36291 -1.48826 -2.02565
H 2.57882 -1.72875 -0.76348

## Properties
Net charge: 0
Structure (SMILES): C/N=C(/N)C(O)=C(C)C
E_HOMO (alpha / beta), eV: -6.86 / -6.86

---

Version Q
ORCA calculation (ωB97M-V/def2-TZVPD) on a single C6H12N2O molecule.

Atoms and positions in Å:
O 0.49524 -1.72650 -1.00081
N -0.44932 0.04014 0.15147
N -2.47571 -0.38908 -1.14692
C -2.61823 0.45714 1.13542
C 2.11068 1.30726 -0.81617
C 1.82966 0.19510 -0.12739
C 0.50064 -0.61975 -0.51844
C 2.89805 -0.66581 0.48418
C -1.84602 -0.41371 0.15530
H -2.60754 1.49737 0.80710
H -1.98440 -1.01084 -1.77960
H 3.10276 1.73748 -0.83607
H 3.86855 -0.17184 0.48190
H -1.84785 -1.45961 0.48528
H 0.36732 0.78290 0.58824
H -2.44944 0.54530 -1.54219
H -3.65354 0.12699 1.17703
H 2.99685 -1.59251 -0.08267
H 1.32098 1.90092 -1.25348
H 2.62635 -0.93458 1.50606
H -2.18505 0.39364 2.13176

## Properties
Net charge: 0
Structure (SMILES): C=C(C)C(=O)N[C@@H](C)N
E_HOMO, eV: -9.28

---

The most stable of them is version Q.

---

Version P
ORCA calculation (ωB97M-V/def2-TZVPD) on a molecular structure, C6H12N2O.

Atoms and positions in Å:
O 1.44245 1.74639 0.47142
N -0.74710 -0.13804 -1.33577
N -0.25620 -0.36711 1.98336
C 1.38499 1.53786 -0.94955
C 0.02426 1.66509 -1.50188
C -0.05959 -2.65240 1.12156
C -0.98273 -0.84263 -0.30232
C 0.00891 -1.16355 0.78435
C -0.86694 2.37462 -2.03083
H 1.78686 0.53524 -1.10797
H 0.17146 -3.26490 0.24885
H 2.02965 2.25475 -1.47104
H -0.02131 0.60395 1.81241
H -1.22799 -0.42453 2.26930
H 0.65251 -2.87646 1.91429
H -1.51721 0.00373 -1.98940
H 1.13355 2.64510 0.63706
H 1.01245 -0.90577 0.45041
H -2.00195 -1.20221 -0.11912
H -1.05652 -2.92439 1.47733
H -0.90955 3.39526 -2.36244

## Properties
Net charge: 0
E_HOMO, eV: -8.18

---

Version Q
ORCA calculation (ωB97M-V/def2-TZVPD) on a single C6H12N2O molecule.

Atoms and positions in Å:
O 1.76432 1.39424 -1.02726
N 2.15496 -0.35335 0.46439
N -1.40843 1.06550 1.31188
C 0.06895 -1.50113 0.19813
C -1.43827 1.55742 -0.06789
C 1.40420 0.36682 -0.52678
C 0.12506 -0.38987 -0.86187
C -1.08795 0.50282 -1.11873
C 1.55885 -1.71095 0.45372
H 0.33372 -0.88680 -1.81984
H -0.43250 -2.39531 -0.17259
H -0.43530 -1.16672 1.10438
H -0.89404 1.04900 -2.04435
H -0.45510 0.94461 1.63276
H -0.79490 2.43230 -0.22035
H -1.94538 -0.14989 -1.29811
H 1.80921 -2.24624 1.36709
H -2.45946 1.88586 -0.26803
H 1.97278 0.09898 1.35844
H -1.83783 1.74102 1.93191
H 1.99713 -2.23831 -0.39689

## Properties
Net charge: 0
Structure (SMILES): NCC[C@@H]1CCNC1=O
E_HOMO, eV: -9.40

---

Version R
ORCA calculation (ωB97M-V/def2-TZVPD) on a single C6H12N2O molecule.

Atoms and positions in Å:
O 0.53911 1.84385 0.28780
N -0.69575 2.14038 0.91182
N -0.46300 -0.91432 1.63134
C -1.96163 -1.17327 -0.24334
C 0.39038 -0.62143 -2.03874
C 0.41470 -0.39084 -0.54692
C 1.36000 0.53737 -0.06042
C -0.66814 -0.62020 0.30312
C 2.62100 0.46606 0.34894
H -1.28274 -0.80488 2.21940
H -0.27413 0.09185 -2.53771
H 0.04437 -1.62891 -2.28841
H 1.38561 -0.49110 -2.47189
H -2.76428 -1.07746 0.49333
H -2.25872 -0.64750 -1.15253
H -1.86310 -2.23757 -0.47885
H 0.34500 -0.45492 2.03729
H -0.53484 1.88966 1.88975
H 3.17777 1.36230 0.59821
H 3.21167 -0.42857 0.18398
H -0.72327 3.15949 0.91383

## Properties
Net charge: 0
Structure (SMILES): C=C(ON)/C(C)=C(/C)N
E_HOMO, eV: -7.40

---

The most stable of them is version Q.

---

Version P
ORCA calculation (ωB97M-V/def2-TZVPD) on a single C6H12N2O molecule.

Atoms and positions in Å:
O 1.15594 0.11606 -2.30514
N 0.44936 -1.34865 1.94344
N -2.06975 0.56838 1.09405
C -0.64935 0.48881 0.70955
C -0.58679 -2.01713 -0.12770
C -0.18758 -0.96781 0.87832
C 2.09974 1.38682 -0.54271
C -0.39335 1.06759 -0.69126
C 1.02955 0.88457 -1.16731
H -0.09629 1.09922 1.43424
H -1.50783 -2.49934 0.21058
H -0.63047 2.14013 -0.69454
H -0.75619 -1.59140 -1.11670
H -2.18298 0.16404 2.02530
H -1.08016 0.61671 -1.41937
H 0.62425 -0.55400 2.56818
H 0.20213 -2.77118 -0.20409
H 2.10027 0.02917 -2.52376
H 1.99758 1.98365 0.35924
H 3.11047 1.21665 -0.89898
H -2.62856 -0.01230 0.46866

## Properties
Net charge: 0
Structure (SMILES): [H]/N=C(/C)[C@H](N)CC(=C)O
E_HOMO, eV: -9.02

---

Version Q
ORCA calculation (ωB97M-V/def2-TZVPD) on a single C6H12N2O molecule.

Atoms and positions in Å:
O -0.43398 -1.60685 -2.70838
N 1.20571 1.64865 -1.04280
N 2.38086 1.56353 -1.31390
C -0.70195 -2.44307 0.15249
C -0.80958 -0.05460 0.78611
C -0.31920 -0.66328 -1.64230
C 0.74808 1.81773 0.35350
C -0.68401 1.42856 0.62775
C -0.51159 -0.99745 -0.36309
H -0.73562 -2.36149 -2.29612
H -0.47499 -3.11876 -0.66410
H -0.07178 -0.29535 1.62980
H 2.97917 1.81729 -0.47612
H 1.49338 1.43280 1.01339
H -1.33307 1.88814 -0.06679
H -1.75619 -2.66391 0.35277
H -1.08174 1.90139 1.59440
H -1.92125 -0.34316 1.21280
H -0.04878 -2.65183 1.03423
H -0.22509 0.32441 -1.83808
H 0.89928 2.79923 0.75800

## Properties
Net charge: 0
Structure (SMILES): [H]/N=N\CCC/C(C)=C/O
E_HOMO, eV: -8.54

---

The most stable of them is version P.

---

Version P
ORCA calculation (ωB97M-V/def2-TZVPD) on 2 unconnected molecules or ions with the total composition C6H12N2O.

Atoms and positions in Å:
O -1.37311 1.54011 -0.44551
N -1.96249 0.55267 1.52545
N -1.01137 -0.86238 -1.84487
C 0.39265 0.98278 1.08828
C 1.74942 -1.12894 -0.86111
C -1.04301 0.78774 0.48795
C -0.74240 -1.12339 -0.48377
C 1.22625 1.86867 0.54344
C 0.54736 -1.35585 -0.01581
H 2.19625 2.10018 0.95772
H -1.53744 -1.68919 -0.00814
H 0.96918 2.33270 -0.39903
H 0.59369 0.56726 2.06935
H -2.77404 1.15349 1.55209
H -0.41822 -0.11085 -2.18568
H -1.96231 -0.53320 -1.96054
H 2.66130 -1.17705 -0.26940
H 0.67860 -1.91462 0.90068
H -1.64135 0.07945 2.35577
H 1.79834 -1.90170 -1.63394
H 1.65270 -0.16788 -1.37295

## Properties
Net charge: 0
Structure (SMILES): C=CC(N)=O.C/C=C\N
E_HOMO, eV: -7.97

---

Version Q
ORCA calculation (ωB97M-V/def2-TZVPD) on a molecular structure, C6H12N2O.

Atoms and positions in Å:
O 0.99417 0.69285 -0.98545
N -2.22550 2.14448 -1.40215
N -1.53549 0.46700 0.09214
C 1.47909 0.55596 1.36082
C -1.52284 0.94128 -1.16438
C 1.09365 -0.09303 0.04592
C -0.92204 -0.58121 0.49155
C 1.69254 -1.45075 -0.25228
C -1.09463 -1.72989 1.12165
H 1.65086 -2.11962 0.60494
H -0.13913 1.07850 -1.16790
H -2.15838 2.79545 -0.63033
H 0.90462 1.46828 1.51233
H -2.09668 -2.10170 1.29693
H -2.02960 2.55279 -2.30496
H 2.74435 -1.30180 -0.51581
H 1.19070 -1.91259 -1.10062
H 2.54205 0.81867 1.32591
H -0.27043 -2.33712 1.45880
H -1.61490 0.22628 -1.99125
H 1.31762 -0.11383 2.20413

## Properties
Net charge: 0
E_HOMO, eV: -8.24

---

The most stable of them is version P.

---

Version P
ORCA calculation (ωB97M-V/def2-TZVPD) on a molecular structure, CBrF4N.

Atoms and positions in Å:
Br -0.72325 -2.26666 -0.25646
F -0.72812 -0.09890 -1.83985
F 0.64117 1.31259 -0.05827
F 0.79306 -0.31473 1.40880
F -1.11270 0.42887 0.73471
N 0.22866 -0.85689 -0.65431
C 0.09299 0.11387 0.36636

## Properties
Net charge: 0
E_HOMO, eV: -11.42

---

Version Q
ORCA calculation (ωB97M-V/def2-TZVPD) on 2 unconnected molecules or ions with the total composition CBrF4N.

Atoms and positions in Å:
Br 1.35549 -1.96400 0.50705
F 1.55659 0.81679 1.06970
F -1.64484 -0.53625 -0.58583
F 0.30989 -0.18863 -1.34061
F -0.50970 1.20654 0.04731
N 0.17498 -0.74220 0.88667
C -0.44390 -0.09186 -0.25784

## Properties
Net charge: 0
E_HOMO (alpha / beta), eV: -11.62 / -11.61

---

The most stable of them is version P.

---

Version P
ORCA calculation (ωB97M-V/def2-TZVPD) on 7 unconnected molecules or ions with the total composition C2H17NO5.

Atoms and positions in Å:
O -2.33404 -0.51155 -1.04971
O -1.16666 -2.13812 0.58497
O -1.94043 -0.61412 2.54865
O 0.00991 4.30856 -1.16058
O 0.72910 -0.52361 -2.92043
N 1.69660 -1.50352 0.65560
C 1.60456 -0.12174 0.28604
C 0.69840 0.52265 1.25045
H 1.17173 0.06208 -0.68045
H 1.14763 0.20139 2.35731
H 0.17567 -1.04742 -3.48702
H -1.60937 -1.34900 2.04857
H 0.07746 3.22219 -1.19696
H -0.13845 1.67525 -1.19316
H 0.10445 0.14586 -2.58942
H -1.78142 0.26319 -0.93551
H 2.24754 -2.07278 -0.02292
H -0.41386 0.17825 1.12544
H 0.71646 1.65294 1.35114
H 0.70326 -1.91713 0.68143
H 0.90551 4.44816 -1.27272
H -1.18392 -3.12082 0.51832
H 2.66159 0.33527 0.21165
H -2.16106 -0.81897 3.46802
H -1.92066 -1.27700 -0.57873

## Properties
Net charge: 0
E_HOMO, eV: -9.61

---

Version Q
ORCA calculation (ωB97M-V/def2-TZVPD) on 6 unconnected molecules or ions with the total composition C2H17NO5.

Atoms and positions in Å:
O -2.71738 0.78392 -0.33720
O 0.56948 -1.30241 -2.18303
O -1.47005 -1.94609 -0.23841
O -1.02577 0.90084 -2.48549
O 3.09125 -0.87558 -0.14282
N 0.75308 -0.32886 1.64300
C 0.03060 1.93738 2.53906
C 1.15222 1.03421 1.94738
H 0.19031 -1.86911 -1.48311
H 1.55464 1.51094 1.06017
H -2.04633 1.23653 -0.87241
H -2.00719 -1.14676 -0.40999
H -0.82114 1.61620 -3.09013
H -0.19044 2.78109 1.88440
H -0.89003 1.35654 2.61541
H 0.01947 -0.39402 0.93544
H 1.36810 -0.93835 -1.77738
H 2.77835 0.02514 -0.27584
H -0.43559 0.12602 -2.60838
H 1.93808 0.96723 2.69700
H -2.63886 1.04975 0.58197
H 0.29180 2.29026 3.53688
H -1.91703 -2.63080 -0.74795
H 0.47913 -0.84375 2.46338
H 2.47533 -1.18497 0.54679

## Properties
Net charge: 0
Structure (SMILES): CCN.O.O.O.O.O
E_HOMO, eV: -9.66

---

The most stable of them is version Q.